ORCA calculation (ωB97M-V with the def2-TZVPD basis set) on the molecule C5H7N3O2 at a distorted geometry.

CARTESIAN COORDINATES (ANGSTROEM)
C  -1.052  1.214  1.844
C  -0.052  1.259  0.903
C  0.249  -1.973  0.342
C  0.524  -0.867  -0.642
C  -0.471  0.217  -0.432
N  -1.793  1.080  2.718
N  1.002  1.922  0.938
N  -0.493  1.230  -1.584
O  -1.578  1.602  -1.918
O  0.565  1.590  -2.037
H  1.161  -2.721  0.380
H  -0.576  -2.684  0.128
H  0.238  -1.663  1.327
H  0.737  -1.348  -1.647
H  1.402  -0.512  -0.267
H  -1.525  -0.201  -0.251
H  1.663  1.855  0.199

Computed properties:
- SMILES string: [H]/N=C(/C#N)[C@H](CC)[N+](=O)[O-]
- Relative energy (zero: lowest compared OMol25 entry of this formula, charge and spin): 126.6 kcal/mol
- 2S+1: 1
- HOMO-LUMO gap: 10.1 eV
- Strongest force on any atom: 0.1078 Eh/bohr

Atomic partial charges in e from the natural (NBO) method, atoms 1 to 6: atom 1 (C): 0.19, atom 2 (C): 0.19, atom 3 (C): -0.60, atom 4 (C): -0.46, atom 5 (C): -0.13, atom 6 (N): -0.21